Computed, not measured: C17H17N3O4S in the gas phase at a distorted geometry, with ωB97M-V/def2-TZVPD.

## Properties
DFT total energy ... -41400.1927 eV
HOMO energy ... -8.8 eV
LUMO ... -0.0007 hartree
Maximum force ... 1.14 eV Å⁻¹
SMILES ... Cc1ccc(-c2n[nH]c(=O)c3ccccc23)cc1S(=O)(=O)NCCO

```
! wB97M-V def2-TZVPD RIJCOSX def2/J DEFGRID3
* xyz 0 1
C -3.101 -2.966 -0.842
C -1.735 -2.454 -0.537
C -0.608 -3.268 -0.615
C 0.655 -2.768 -0.364
C 0.834 -1.426 -0.037
C 2.184 -0.898 0.212
N 2.943 -1.617 0.974
N 4.163 -1.190 1.283
C 4.752 0.002 0.917
O 5.857 0.297 1.323
C 3.924 0.802 0.007
C 4.429 1.995 -0.510
C 3.682 2.729 -1.404
C 2.432 2.265 -1.809
C 1.917 1.092 -1.304
C 2.644 0.349 -0.365
C -0.289 -0.609 0.078
C -1.544 -1.127 -0.163
S -2.972 -0.051 -0.065
O -3.941 -0.617 0.845
O -3.407 0.261 -1.391
N -2.331 1.349 0.620
C -3.084 2.563 0.347
C -4.340 2.708 1.218
O -5.383 1.850 0.858
H -3.063 -3.991 -1.202
H -3.725 -2.920 0.049
H -3.573 -2.333 -1.591
H -0.727 -4.306 -0.885
H 1.521 -3.408 -0.430
H 4.687 -1.806 1.897
H 5.412 2.310 -0.195
H 4.068 3.653 -1.805
H 1.861 2.830 -2.531
H 0.959 0.732 -1.644
H -0.196 0.425 0.369
H -2.216 1.198 1.614
H -2.419 3.416 0.508
H -3.368 2.513 -0.705
H -4.737 3.721 1.106
H -4.057 2.562 2.275
H -5.084 0.927 0.897
*
```

=====

Computed, not measured: C17H17N5OS in the gas phase at a distorted geometry, with ωB97M-V/def2-TZVPD.

## Properties
DFT total energy ... -38239.2096 eV
HOMO energy ... -8.2 eV
LUMO ... 0.0081 hartree
Maximum force ... 1.02 eV Å⁻¹
SMILES ... Cc1ccc(C)c(NC(=O)CSc2n[nH]c(-c3ccccn3)n2)c1

```
! wB97M-V def2-TZVPD RIJCOSX def2/J DEFGRID3
* xyz 0 1
C 1.166 2.355 3.762
C 1.579 1.018 3.226
C 1.683 -0.079 4.072
C 2.063 -1.311 3.573
C 2.350 -1.492 2.229
C 2.763 -2.843 1.719
C 2.245 -0.386 1.374
N 2.526 -0.574 0.013
C 2.571 0.345 -0.984
O 2.451 1.540 -0.851
C 2.853 -0.289 -2.346
S 1.712 0.379 -3.603
C 0.225 0.066 -2.779
N 0.143 -0.644 -1.663
N -1.164 -0.607 -1.374
C -1.819 0.106 -2.314
C -3.248 0.335 -2.291
C -3.861 1.090 -3.291
C -5.229 1.281 -3.219
C -5.928 0.716 -2.162
C -5.221 -0.018 -1.220
N -3.917 -0.210 -1.275
N -0.959 0.536 -3.218
C 1.863 0.852 1.880
H 1.120 3.093 2.967
H 1.876 2.696 4.515
H 0.187 2.288 4.236
H 1.467 0.032 5.125
H 2.142 -2.154 4.244
H 2.817 -3.551 2.542
H 3.746 -2.802 1.247
H 2.045 -3.230 0.994
H 2.614 -1.541 -0.257
H 2.762 -1.374 -2.340
H 3.847 0.005 -2.687
H -1.544 -1.044 -0.549
H -3.257 1.501 -4.083
H -5.743 1.860 -3.972
H -6.996 0.842 -2.069
H -5.722 -0.478 -0.378
H 1.791 1.690 1.207
*
```

=====

Computed, not measured: a molecular structure, C17H18BClN6O2Pt at a distorted geometry, with ωB97M-V/def2-TZVPD.

## Properties
DFT total energy ... -47350.4821 eV
HOMO energy (alpha / beta) ... -20.3 / -20.3 eV
LUMO (alpha / beta) ... -0.4781 / -0.6209 hartree
Maximum force ... 8.10 eV Å⁻¹

```
! wB97M-V def2-TZVPD RIJCOSX def2/J DEFGRID3
* xyz 4 5
C -0.428 1.948 2.176
N -0.197 1.763 0.845
N -1.380 2.027 0.163
C -2.281 2.524 1.043
C -1.726 2.475 2.320
B -1.691 2.016 -1.370
N -0.330 2.556 -1.924
N 0.941 2.422 -1.374
C 1.780 3.250 -2.048
C 1.037 3.997 -2.968
C -0.281 3.560 -2.839
Pt 1.607 1.124 0.024
N -2.547 0.774 -1.949
N -2.282 -0.547 -1.659
C -3.115 -1.339 -2.321
C -4.079 -0.517 -2.994
C -3.688 0.797 -2.740
H -3.018 -2.434 -2.313
H -4.127 1.742 -3.042
H -4.917 -0.885 -3.569
H -2.506 2.900 -1.564
H -1.214 3.886 -3.280
H -3.236 2.857 0.641
H 1.379 4.758 -3.649
H -2.246 2.772 3.216
H 2.850 3.191 -1.897
H 0.277 1.602 2.927
H 1.629 0.067 -1.567
C 2.742 0.191 -1.288
H 3.160 0.594 -2.210
H 3.114 0.970 -0.443
H 3.158 -0.770 -0.991
Cl 1.607 -7.112 3.350
C 1.565 -5.436 3.006
C 2.541 -4.586 3.553
C 2.486 -3.217 3.284
C 1.515 -2.702 2.427
C 0.547 -3.547 1.882
C 0.564 -4.915 2.169
C 1.540 -1.198 2.139
O 1.668 -0.426 3.098
O 1.431 -0.884 0.862
H 3.328 -4.993 4.184
H 3.220 -2.543 3.722
H -0.212 -3.133 1.222
H -0.184 -5.577 1.743
*
```

=====

Computed, not measured: a molecular structure, C17H18BHgN7O4 at a distorted geometry, with ωB97M-V/def2-TZVPD.

## Properties
DFT total energy ... -41369.9899 eV
HOMO energy (alpha / beta) ... -14.9 / -14.7 eV
LUMO (alpha / beta) ... -0.4028 / -0.3888 hartree
Maximum force ... 4.46 eV Å⁻¹

```
! wB97M-V def2-TZVPD RIJCOSX def2/J DEFGRID3
* xyz 2 1
C 0.301 -1.743 -2.945
N 1.076 -0.964 -2.185
N 2.332 -0.932 -2.736
C 2.344 -1.709 -3.852
C 1.075 -2.251 -4.007
B 3.492 -0.166 -2.012
N 3.038 1.299 -1.645
N 1.885 1.558 -0.928
C 1.847 2.873 -0.643
C 3.018 3.467 -1.148
C 3.741 2.453 -1.778
Hg 0.366 0.072 -0.156
N 3.615 -0.842 -0.600
N 2.516 -0.790 0.215
C 2.862 -1.267 1.422
C 4.213 -1.664 1.382
C 4.652 -1.389 0.089
H 2.143 -1.293 2.229
H 5.608 -1.552 -0.388
H 4.782 -2.089 2.195
H 4.505 -0.171 -2.645
H 4.700 2.438 -2.285
H 3.245 -1.827 -4.427
H 3.311 4.498 -1.053
H 0.758 -2.916 -4.780
H 0.995 3.289 -0.106
H -0.734 -1.915 -2.685
H 0.201 1.666 2.867
C -0.383 2.329 3.516
H 0.240 3.159 3.863
H -1.241 2.739 2.968
H -0.741 1.751 4.374
O -1.304 -1.691 2.810
C -1.662 -1.515 1.635
O -0.918 -1.619 0.561
C -3.114 -1.106 1.395
C -3.715 -1.234 0.126
C -4.920 -0.609 -0.166
C -5.625 0.069 0.847
C -5.075 0.143 2.143
C -3.863 -0.489 2.424
N -6.935 0.575 0.595
O -7.413 0.452 -0.557
O -7.557 1.123 1.532
H -3.194 -1.776 -0.658
H -5.341 -0.662 -1.164
H -5.629 0.680 2.910
H -3.496 -0.451 3.453
*
```

=====

Computed, not measured: a molecular structure, C17H18BN7O3SV at a distorted geometry, with ωB97M-V/def2-TZVPD.

## Properties
DFT total energy ... -71677.4479 eV
HOMO energy (alpha / beta) ... -14.8 / -14.8 eV
LUMO (alpha / beta) ... -0.2756 / -0.4299 hartree
Maximum force ... 4.31 eV Å⁻¹

```
! wB97M-V def2-TZVPD RIJCOSX def2/J DEFGRID3
* xyz 2 4
C 0.901 3.149 -0.383
N 0.934 1.885 -0.918
N 1.209 2.022 -2.313
C 1.189 3.328 -2.602
C 0.996 4.078 -1.421
B 1.399 0.750 -3.211
N 2.429 -0.173 -2.478
N 2.211 -0.547 -1.155
C 3.272 -1.320 -0.812
C 4.107 -1.507 -1.917
C 3.543 -0.766 -2.947
V 0.275 0.226 -0.439
N 0.070 -0.078 -3.222
N -0.504 -0.468 -1.982
C -1.578 -1.249 -2.293
C -1.770 -1.290 -3.676
C -0.705 -0.529 -4.220
H -2.124 -1.721 -1.481
H -0.473 -0.259 -5.255
H -2.564 -1.788 -4.214
H 1.779 1.029 -4.321
H 3.842 -0.632 -3.976
H 1.296 3.655 -3.618
H 4.991 -2.121 -1.967
H 0.921 5.136 -1.310
H 3.412 -1.722 0.186
H 0.816 3.251 0.686
H 0.561 -2.300 0.659
C 1.178 -2.339 1.581
H 2.040 -3.008 1.428
H 1.559 -1.331 1.849
H 0.548 -2.699 2.411
O -1.990 -1.811 0.641
C -1.863 -0.789 1.327
N -0.979 0.254 1.012
S -0.868 1.484 2.230
O 0.496 1.500 2.726
O -1.468 2.678 1.742
C -1.916 0.565 3.290
C -2.191 0.864 4.619
C -2.988 -0.032 5.340
C -3.520 -1.177 4.727
C -3.260 -1.425 3.383
C -2.445 -0.548 2.659
H -1.785 1.774 5.054
H -3.186 0.161 6.391
H -4.132 -1.867 5.315
H -3.665 -2.295 2.874
*
```

=====

Computed, not measured: a molecular structure, C17H18Cl6N4O2STc at a distorted geometry, with ωB97M-V/def2-TZVPD.

## Properties
DFT total energy ... -116129.3364 eV
HOMO energy (alpha / beta) ... -14.3 / -14.1 eV
LUMO (alpha / beta) ... -0.2703 / -0.2818 hartree
Maximum force ... 1.21 eV Å⁻¹

```
! wB97M-V def2-TZVPD RIJCOSX def2/J DEFGRID3
* xyz 2 4
Tc -0.170 0.046 0.786
C -2.659 2.477 3.445
O -3.330 2.593 2.173
C -2.733 2.115 1.113
O -1.605 1.577 1.159
N -3.444 2.323 0.003
N -2.950 1.969 -1.247
H -3.327 2.933 4.166
H -1.711 3.012 3.422
H -2.497 1.432 3.698
H -4.338 2.783 0.105
H -2.830 2.806 -1.806
H -3.622 1.371 -1.710
Cl 0.487 -3.777 1.440
C 1.543 -2.520 1.958
C 1.293 -1.187 1.613
C 2.070 -0.259 2.313
Cl 1.456 1.359 2.062
C 3.098 -0.529 3.180
Cl 3.942 0.719 3.979
C 3.401 -1.883 3.395
Cl 4.687 -2.304 4.418
C 2.599 -2.871 2.810
Cl 2.903 -4.512 3.173
Cl 2.753 -2.143 -5.705
C 2.127 -1.287 -4.358
C 2.942 -1.024 -3.259
C 2.435 -0.326 -2.182
C 1.107 0.119 -2.170
C 0.586 0.928 -1.066
C 0.307 -0.153 -3.285
C 0.808 -0.838 -4.373
H 3.974 -1.348 -3.273
H 3.080 -0.109 -1.338
H -0.317 1.469 -1.359
H 1.338 1.623 -0.688
H -0.714 0.214 -3.312
H 0.197 -1.002 -5.252
C -1.481 -3.655 -3.669
N -1.845 -2.819 -2.529
C -0.995 -2.335 -1.647
N 0.301 -2.530 -1.777
S -1.677 -1.423 -0.322
H -2.304 -3.653 -4.377
H -1.302 -4.687 -3.362
H -0.594 -3.257 -4.162
H -2.827 -2.678 -2.352
H 0.677 -3.120 -2.503
H 0.921 -2.189 -1.066
*
```